Record 1
A 2-piece molecular cluster, C6H11NO overall. Source: the Open Molecules 2025 dataset; level of theory: ωB97M-V with the def2-TZVPD basis set.

```
19
Properties=species:S:1:pos:R:3:nbo_charge:R:1
C -0.050 -1.813 0.511 -0.03
C 0.653 -1.039 1.140 -0.02
C -1.671 1.476 0.098 0.05
C -0.886 -2.830 -0.239 -0.68
C 1.616 -0.001 1.500 -0.69
C -1.524 1.009 -1.358 -0.65
N -0.693 2.321 0.459 -0.07
O -0.601 2.840 1.657 -0.56
H -2.493 1.185 0.750 0.22
H -0.483 -2.847 -1.205 0.23
H -1.976 -2.638 -0.209 0.23
H -0.906 -3.860 0.312 0.24
H 1.145 0.903 1.832 0.26
H 2.329 0.269 0.758 0.23
H 2.148 -0.400 2.440 0.23
H -2.479 1.124 -1.920 0.23
H -1.324 -0.033 -1.403 0.23
H -0.614 1.504 -1.715 0.20
H -0.154 2.603 -0.341 0.36
```

Calculated values
SMILES string ... C/C=[NH+]/[O-].CC#CC
Multiplicity ... 1
Frontier orbital gap (alpha / beta) ... 9.20 / 9.20 eV
Charge ... 0

---

Record 2
A 2-piece molecular cluster, C6H11NO overall. Source: the Open Molecules 2025 dataset; level of theory: ωB97M-V with the def2-TZVPD basis set.

```
19
Properties=species:S:1:pos:R:3:nbo_charge:R:1
C 0.659 -1.376 -2.569 -0.66
C -0.171 -0.633 -1.557 0.01
C -1.231 0.287 -1.717 0.20
N -1.649 0.650 -0.477 -0.53
C -1.053 -0.199 0.449 0.21
C -0.051 -0.902 -0.193 -0.04
C 1.051 -1.570 0.603 -0.66
H 1.628 -0.931 -2.753 0.26
H 0.178 -1.338 -3.543 0.24
H 0.766 -2.432 -2.330 0.25
H -1.487 0.769 -2.657 0.25
H -2.451 1.260 -0.346 0.45
H -1.407 -0.232 1.462 0.25
H 1.836 -0.843 0.713 0.26
H 0.668 -2.005 1.536 0.25
H 1.347 -2.553 0.211 0.25
H 2.316 2.864 4.484 0.48
H 0.816 3.400 4.532 0.48
O 1.482 2.975 4.003 -0.96
```

Calculated values
Multiplicity ... 2
Frontier orbital gap (alpha / beta) ... 10.41 / 6.56 eV
Charge ... +1

---

Record 3
One molecule with the formula C6H11NO2. Source: the Open Molecules 2025 dataset; level of theory: ωB97M-V with the def2-TZVPD basis set.

```
20
Properties=species:S:1:pos:R:3:nbo_charge:R:1
C 0.091 1.061 1.292 0.58
C 1.440 0.773 -0.851 -0.68
C 0.292 0.280 0.005 0.00
N -1.063 0.747 2.066 -0.84
C -0.475 -0.772 -0.361 -0.23
C -0.308 -1.596 -1.539 -0.22
C -1.175 -2.557 -1.882 -0.36
O -0.019 2.421 1.019 -0.73
O 1.197 0.883 2.125 -0.71
H -0.593 2.699 1.752 0.49
H 1.930 1.287 1.637 0.48
H -0.889 -0.166 2.476 0.38
H -1.859 0.668 1.443 0.37
H -1.293 -1.089 0.284 0.19
H 0.565 -1.447 -2.168 0.20
H 2.377 0.309 -0.527 0.22
H 1.296 0.565 -1.915 0.23
H 1.559 1.859 -0.780 0.24
H -2.069 -2.768 -1.305 0.19
H -1.005 -3.157 -2.771 0.20
```

Calculated values
SMILES string ... C=C/C=C(\C)C(N)(O)O
Multiplicity ... 1
Frontier orbital gap ... 9.55 eV
Charge ... 0

---

Record 4
A 3-piece molecular cluster, C6H11NO2 overall. Source: the Open Molecules 2025 dataset; level of theory: ωB97M-V with the def2-TZVPD basis set.

```
20
Properties=species:S:1:pos:R:3:nbo_charge:R:1
C -0.167 0.005 0.469 0.27
C 0.336 -1.148 1.293 -0.66
C 1.659 1.505 0.653 -0.71
C -1.435 -1.255 -1.503 0.56
C 0.386 0.283 -0.732 0.07
N -1.279 0.647 0.936 -0.82
C 0.900 0.406 -1.919 -0.41
O -2.637 -1.507 -0.855 -0.73
O -1.251 -1.733 -2.588 -0.63
H -2.621 -0.975 -0.048 0.48
H -1.590 1.465 0.433 0.40
H -1.405 0.685 1.936 0.40
H -0.355 -1.983 1.169 0.25
H 1.323 -1.455 0.960 0.25
H 0.382 -0.877 2.350 0.22
H 1.469 1.510 1.722 0.18
H 2.621 1.080 0.390 0.19
H 1.437 2.454 0.176 0.19
H 0.470 -0.150 -2.746 0.27
H 1.758 1.044 -2.095 0.22
```

Calculated values
Multiplicity ... 1
Frontier orbital gap (alpha / beta) ... 6.29 / 7.61 eV
Charge ... 0

---

Record 5
One molecule with the formula C6H11NO2. Source: the Open Molecules 2025 dataset; level of theory: ωB97M-V with the def2-TZVPD basis set.

```
20
Properties=species:S:1:pos:R:3:nbo_charge:R:1
C -0.981 -0.444 1.214 -0.56
C -1.611 1.110 -0.904 -0.65
C 1.361 1.240 0.404 -0.62
C 0.269 -1.088 0.773 0.68
C -0.884 -0.101 -0.367 0.34
C 0.757 -0.024 -0.180 -0.01
N 1.436 -0.466 -1.361 -0.83
O 0.808 -2.248 1.029 -0.59
O -1.103 -1.328 -0.916 -0.81
H 0.150 -2.840 1.431 0.51
H 0.882 -1.215 -1.780 0.40
H 2.384 -0.782 -1.194 0.36
H -1.818 -1.085 1.478 0.24
H -0.832 0.373 1.924 0.23
H -2.680 0.892 -0.937 0.23
H -1.441 2.005 -0.300 0.20
H -1.269 1.300 -1.923 0.23
H 2.389 1.065 0.733 0.21
H 1.383 2.002 -0.376 0.24
H 0.801 1.635 1.253 0.21
```

Calculated values
Multiplicity ... 1
Frontier orbital gap ... 8.39 eV
Charge ... 0

---

Record 6
One molecule with the formula C6H11NO2. Source: the Open Molecules 2025 dataset; level of theory: ωB97M-V with the def2-TZVPD basis set.

```
20
Properties=species:S:1:pos:R:3:nbo_charge:R:1
C 1.037 0.634 0.758 -0.62
C -0.341 -2.762 -0.032 -0.41
C -1.490 -0.659 -0.392 -0.40
C 0.258 2.955 -0.014 -0.72
N -0.278 -1.307 0.084 -0.47
C 1.049 -0.780 0.235 0.72
C 0.583 1.528 -0.369 0.60
O 2.081 -1.438 0.185 -0.59
O 0.714 1.189 -1.556 -0.54
H 0.371 0.724 1.621 0.24
H 2.053 0.924 1.046 0.27
H -1.277 -3.147 0.383 0.19
H 0.480 -3.264 0.485 0.23
H -0.284 -3.019 -1.095 0.19
H -1.483 -0.657 -1.485 0.20
H -1.635 0.349 -0.005 0.20
H -2.380 -1.193 -0.046 0.21
H 1.154 3.456 0.360 0.24
H -0.530 2.977 0.743 0.22
H -0.081 3.490 -0.905 0.24
```

Calculated values
SMILES string ... CC(=O)CC(=O)N(C)C
Multiplicity ... 1
Frontier orbital gap ... 9.87 eV
Charge ... 0

---

Record 7
A 2-piece molecular cluster, C6H11NO2 overall. Source: the Open Molecules 2025 dataset; level of theory: ωB97M-V with the def2-TZVPD basis set.

```
20
Properties=species:S:1:pos:R:3:nbo_charge:R:1
C -0.813 0.210 -2.430 -0.69
C 1.978 0.635 0.856 -0.73
C -0.147 -2.512 0.536 -0.69
C -0.526 -0.652 -1.304 0.01
C 0.500 0.724 1.099 0.82
C -0.269 -1.384 -0.375 -0.05
N -1.399 2.061 0.530 -0.51
O -0.047 1.710 0.267 -0.42
O -0.095 0.336 2.076 -0.61
H -1.381 2.862 1.161 0.34
H -1.792 1.273 1.055 0.36
H 0.040 0.253 -3.108 0.23
H -1.030 1.218 -2.074 0.25
H -1.686 -0.162 -2.968 0.23
H 2.378 1.620 0.630 0.24
H 2.482 0.198 1.714 0.24
H 2.146 -0.010 -0.005 0.25
H 0.815 -3.008 0.400 0.23
H -0.202 -2.144 1.562 0.25
H -0.951 -3.230 0.376 0.23
```

Calculated values
SMILES string ... CC(=O)ON.CC#CC
Multiplicity ... 1
Frontier orbital gap ... 10.21 eV
Charge ... 0

---

Record 8
C6H11NO2 as an isolated structure. Source: the Open Molecules 2025 dataset; level of theory: ωB97M-V with the def2-TZVPD basis set.

```
20
Properties=species:S:1:pos:R:3:nbo_charge:R:1
C -2.217 -0.534 -0.815 -0.43
C 1.933 1.322 -0.373 -0.65
N -1.607 0.017 0.362 -0.62
C -0.423 0.642 0.296 0.52
C 0.724 0.472 -0.604 0.28
C 0.416 -1.084 0.459 -0.14
C 0.729 -1.390 1.714 -0.49
O -0.204 1.585 1.265 -0.67
O 0.559 0.134 -1.923 -0.68
H -1.029 1.632 1.770 0.51
H -0.254 -0.366 -2.068 0.49
H 0.422 -1.839 -0.316 0.21
H -3.180 -0.954 -0.521 0.21
H -1.630 -1.352 -1.269 0.14
H -2.393 0.235 -1.581 0.18
H 2.636 1.211 -1.197 0.23
H 1.646 2.366 -0.264 0.24
H 2.446 1.041 0.549 0.24
H 0.494 -0.727 2.533 0.21
H 0.932 -2.415 1.984 0.21
```

Calculated values
Multiplicity ... 1
Frontier orbital gap ... 8.21 eV
Charge ... 0

---

Number 1: largest force on an atom 0.102 Eh/bohr, calculated total energy -365.033190 a.u.. Number 2: largest force on an atom 0.052 Eh/bohr, calculated total energy -364.912048 a.u.. Number 3: largest force on an atom 0.027 Eh/bohr, calculated total energy -440.424620 a.u.. Number 4: largest force on an atom 0.013 Eh/bohr, calculated total energy -440.244423 a.u.. Number 5: largest force on an atom 0.020 Eh/bohr, calculated total energy -440.340770 a.u.. Number 6: largest force on an atom 0.057 Eh/bohr, calculated total energy -440.444910 a.u.. Number 7: largest force on an atom 0.057 Eh/bohr, calculated total energy -440.346534 a.u.. Number 8: largest force on an atom 0.072 Eh/bohr, calculated total energy -440.290240 a.u..